{"formula": "C57H144CrN4O23P5", "method": "ωB97M-V/def2-TZVPD", "energy_ev": -189372.75815, "e_lumo_ev": [0.6, 0.6], "orbital_gap_ev": [7.8, 8.1], "charge": 0, "spin_multiplicity": 4, "homo_energy_ev": [-7.19, -7.51], "s_squared": 3.77, "species": ["Cr", "P", "P", "P", "P", "P", "O", "O", "O", "O", "O", "O", "O", "O", "O", "O", "O", "O", "O", "O", "O", "O", "O", "O", "O", "O", "O", "O", "O", "N", "N", "N", "N", "C", "C", "C", "C", "C", "C", "C", "C", "C", "C", "C", "C", "C", "C", "C", "C", "C", "C", "C", "C", "C", "C", "C", "C", "C", "C", "C", "C", "C", "C", "C", "C", "C", "C", "C", "C", "C", "C", "C", "C", "C", "C", "C", "C", "C", "C", "C", "C", "C", "C", "C", "C", "C", "C", "C", "C", "C", "H", "H", "H", "H", "H", "H", "H", "H", "H", "H", "H", "H", "H", "H", "H", "H", "H", "H", "H", "H", "H", "H", "H", "H", "H", "H", "H", "H", "H", "H", "H", "H", "H", "H", "H", "H", "H", "H", "H", "H", "H", "H", "H", "H", "H", "H", "H", "H", "H", "H", "H", "H", "H", "H", "H", "H", "H", "H", "H", "H", "H", "H", "H", "H", "H", "H", "H", "H", "H", "H", "H", "H", "H", "H", "H", "H", "H", "H", "H", "H", "H", "H", "H", "H", "H", "H", "H", "H", "H", "H", "H", "H", "H", "H", "H", "H", "H", "H", "H", "H", "H", "H", "H", "H", "H", "H", "H", "H", "H", "H", "H", "H", "H", "H", "H", "H", "H", "H", "H", "H", "H", "H", "H", "H", "H", "H", "H", "H", "H", "H", "H", "H", "H", "H", "H", "H", "H", "H", "H", "H", "H", "H", "H", "H"], "xyz": [[-2.4254, -1.5136, -1.2247], [3.7411, 2.0865, -8.0388], [-3.2436, 1.3380, 0.0391], [-2.0372, 1.6965, 5.4704], [-2.4714, -3.3971, 1.7741], [-2.3562, -4.0576, -3.3890], [-3.1511, -5.4395, -3.3240], [-2.7247, -2.6681, 0.5238], [-1.8327, 3.3206, 5.5629], [-2.4674, -2.5284, 3.0640], [-2.5146, -3.2728, -2.1529], [-1.8683, 1.2495, 6.9406], [-4.3433, -1.0507, -1.4777], [-4.4164, 0.9406, 0.9984], [2.5442, 2.6004, -8.8588], [-0.9616, -4.5415, -3.8382], [3.2021, 1.9453, -6.5587], [-1.9773, -0.7659, -2.9337], [-0.5801, -1.7118, -0.8720], [-2.6168, 2.5281, 0.8238], [4.4557, 0.8608, -8.4245], [-1.0819, -4.1425, 1.8910], [-2.8814, -3.3163, -4.6856], [4.7173, 3.4100, -8.0323], [-2.3005, 0.2469, -0.1186], [-3.5337, -4.5642, 2.1264], [-3.6503, 2.0037, -1.3297], [-3.3278, 1.2808, 4.7835], [-0.6721, 1.1628, 4.8176], [3.3350, 0.3191, 4.0023], [0.0510, -2.4191, 8.2153], [1.2000, 4.6230, -3.3941], [5.3008, -0.0642, -2.2177], [5.3381, 3.6917, -9.2970], [3.8487, -0.7710, -4.0665], [-1.4097, 3.1774, 0.4875], [1.8279, 4.3136, -2.1191], [-4.4654, -6.3866, 1.0350], [2.0443, 2.5861, -6.0360], [3.2452, 0.9450, 2.6874], [0.3259, -0.6889, -1.1255], [-1.3715, 4.5203, 1.1439], [4.8001, 1.9046, -0.8361], [3.4847, -2.0783, 4.8867], [-6.3949, 1.5515, 2.3639], [-0.2187, 4.6850, -3.3225], [-3.9946, -2.4174, -4.6350], [-1.7136, 0.3278, -3.7573], [1.6900, 1.6553, -9.5578], [0.0889, -4.1510, 1.0307], [-1.5231, -2.2235, 6.2916], [-0.1516, -3.9495, 10.1087], [4.6573, -1.2198, -2.8912], [1.1194, 1.3538, -5.6264], [3.0877, 2.4481, 2.6406], [-0.0981, -2.2558, 6.7216], [-3.8161, 3.8033, 6.9177], [-3.6404, -7.7176, -3.9375], [6.5088, -0.3969, -1.5408], [1.5846, -4.3547, -3.5501], [3.6769, -1.1129, 3.7051], [1.7701, 5.7608, -4.0205], [-4.6159, -4.9553, 1.2339], [-3.5549, -1.6394, 3.3740], [0.0886, -3.8142, 8.6080], [-3.0542, 4.0937, 5.6887], [-0.5152, 1.2077, 3.3158], [-1.4287, 1.1250, 9.1840], [-6.1471, 1.6771, -1.8189], [-0.9402, 4.8077, -4.6795], [5.7466, 5.1465, -9.4161], [1.1577, -3.1187, 1.5025], [1.9122, 1.8001, -11.0669], [5.7077, 0.7829, 4.6463], [3.2543, 5.6133, -4.5868], [1.4213, 2.9755, -1.6325], [1.1119, -1.5958, 8.7466], [-5.1371, 2.0424, 1.7100], [-0.8082, 1.5501, 7.8592], [0.0267, -0.1293, 2.9047], [-5.2787, -1.9668, -1.1103], [6.3489, -1.3431, -0.3379], [4.1926, 0.9118, 4.9756], [-2.9809, -6.4358, -4.4055], [2.5615, -2.1019, 8.5507], [-4.0373, -1.6733, -5.9290], [-4.8801, -2.4797, 3.5692], [4.3416, 0.5998, -1.3946], [-4.6451, 1.7030, -2.3431], [0.1929, -3.6593, -3.8075], [-4.5980, -4.3778, 0.3057], [4.0353, -1.7845, 5.7859], [3.6506, 6.6560, -4.8143], [6.2145, -2.3493, -0.7059], [-1.5205, -2.2065, 5.1520], [-0.6912, -4.4075, 8.0662], [-5.3906, -2.0173, 0.0123], [3.0979, -1.4903, 2.8597], [-6.6309, 2.1959, 3.2321], [0.2653, -3.1222, -4.7604], [0.2796, -5.2232, 1.0513], [3.1809, 4.9485, -5.5075], [4.5335, -0.4127, -4.8977], [0.3529, 2.9641, -1.6543], [-5.2841, 2.9227, 1.0351], [4.8232, 5.7606, -9.4720], [-2.0371, 4.6108, -4.4791], [-4.0808, -2.4410, -6.7418], [0.7198, -2.1572, 1.7915], [-2.1440, -3.0856, 6.6867], [-0.6384, 2.6674, 7.9092], [1.0348, 1.4496, -11.6531], [-0.5202, 3.7440, -2.8133], [0.9290, -4.4347, 8.3467], [-2.0750, -1.3903, 6.6887], [-5.4077, -2.7252, 2.6279], [-3.6745, 3.8377, 4.8347], [1.7645, 2.6293, -0.6236], [1.7767, 0.6198, -9.1939], [-4.4537, 2.3810, 2.5067], [-0.5760, 2.5660, 0.8792], [-5.4708, -4.7161, 1.8782], [2.4069, -2.2123, 5.1588], [-6.2555, -1.6972, -1.4800], [1.8236, -3.4817, 2.3411], [-5.2718, -6.8724, 0.4503], [4.7357, -1.1413, 3.4887], [-3.2968, -5.9988, -5.3513], [-0.5517, 3.9654, -5.3345], [2.7885, -2.7849, 9.4027], [3.9636, 2.2428, -0.2763], [-0.2121, -3.9176, 0.0483], [6.2459, 3.0363, -9.2976], [1.7775, 6.6751, -3.3391], [-3.4554, -6.6444, 0.6415], [1.6915, 0.7177, -4.9348], [-3.2303, -1.0228, -6.0893], [3.9288, 3.0130, 3.0782], [0.4635, -0.6148, -2.2175], [-0.7828, -0.8851, 2.9116], [3.0754, -1.1585, 8.7389], [7.2954, -1.2295, 0.1168], [-7.2738, 1.4206, 1.7058], [3.1431, 0.0434, -3.9254], [0.1425, 1.6454, -5.2233], [5.0353, 2.5847, -1.6605], [5.4438, -1.8665, -3.2688], [3.1308, 2.7560, 1.6120], [-4.9231, -1.0086, -5.9606], [-5.5103, -1.9493, 4.3299], [-5.0956, -2.9884, -1.4114], [0.4566, -2.9398, 6.0931], [0.1659, 2.0197, 3.0969], [-4.7532, -7.6721, -3.6935], [6.4265, 1.3486, 5.3422], [-3.0263, -8.1691, -3.1555], [-2.1452, 5.1289, 0.6459], [-1.7130, 4.3661, 2.1304], [-3.2101, -1.0496, 4.1755], [2.3361, -3.7349, -3.9764], [-6.0866, 0.8383, -1.1352], [2.9239, 4.4453, -2.1954], [0.7089, 2.0029, -9.2179], [1.1842, 6.0968, -4.8662], [5.9479, 0.9749, 3.6441], [-1.8732, -6.5317, -4.5674], [2.7566, -2.4492, 7.5127], [-1.4791, 1.4237, 2.9521], [0.3681, -1.2730, 6.4572], [-6.6638, 2.5809, -1.3656], [5.5889, -1.0650, 0.4032], [-4.9063, -2.9614, -4.4962], [-0.1170, 0.3023, -0.7671], [-3.7825, -0.9139, 2.5836], [-6.7517, 1.3590, -2.6570], [-1.6295, 0.0521, 9.1455], [5.7603, 1.7914, -0.2410], [4.0268, -0.0236, -0.5515], [1.2913, -1.0297, -0.6705], [-0.5092, 5.5297, -2.6759], [4.1195, 0.6927, 2.0607], [0.9343, 0.6406, -6.4587], [-0.7093, 1.2665, 9.9843], [-0.3806, 4.9635, 1.0987], [-4.4553, -6.7991, 2.1158], [6.2100, 5.3987, -8.4716], [1.5551, -5.2283, -4.1875], [0.6160, -3.4680, 10.7069], [0.6155, -0.1547, 1.9845], [-3.2127, 3.8984, 7.8761], [-2.5683, 0.9163, -3.9868], [1.5301, 5.1959, -1.4602], [6.4290, 5.3318, -10.2591], [3.8320, -3.0907, 4.7483], [2.1839, 2.8007, -11.2780], [-4.4993, 2.3866, -3.2521], [0.9536, -0.6086, 8.3129], [1.8654, -2.9444, 0.6724], [4.0478, 5.1811, -3.9528], [1.6664, 3.1535, -6.8782], [-2.6162, 5.0857, 5.6409], [-1.2934, -0.0999, -4.6738], [0.1263, 0.9955, 7.5706], [0.9359, -1.4162, 9.7753], [2.1721, 2.8013, 3.1088], [-1.0668, 1.1808, -3.2717], [-0.0987, -5.0102, 10.3033], [-1.1909, -3.6589, 10.4681], [-4.5155, 0.6430, -2.6554], [-1.0487, 5.8358, -5.0731], [-6.1964, 0.5061, 2.6281], [-4.4756, 4.6587, 7.0115], [-4.3839, 2.8147, 6.8271], [7.1839, -0.7997, -2.3690], [4.7320, 3.4105, -10.1161], [-3.8041, -1.7254, -3.8400], [0.0589, -2.8515, -3.0199], [4.0345, 0.3509, 5.8947], [-4.5851, -3.4054, 4.0552], [1.6693, -4.6596, -2.4623], [3.2130, -1.5377, -4.4557], [-3.5898, -8.4834, -4.7120], [-1.3253, 3.2623, -0.5942], [0.7730, -0.2880, 3.6602], [3.9740, -1.8618, -2.3317], [1.8704, 2.3521, -2.4164], [6.0008, -0.2283, 4.8254], [2.4126, 0.5490, 2.0577], [7.0094, 0.5083, -1.1660], [-2.3282, 1.6702, 9.4337], [2.6428, 1.0630, -11.3514], [3.4854, 0.7997, -2.0436], [2.2030, 3.1319, -5.1061], [3.8425, 1.9038, 5.2816]], "mulliken_spin": [3.04, 0.00, 0.00, 0.00, 0.01, 0.01, 0.00, -0.06, 0.00, 0.00, -0.01, 0.00, -0.01, 0.00, 0.00, 0.00, 0.00, 0.01, -0.05, 0.00, 0.00, 0.00, 0.00, 0.00, 0.01, 0.00, 0.01, 0.00, 0.00, 0.00, 0.00, 0.00, 0.00, 0.00, 0.00, 0.00, 0.00, 0.00, 0.00, 0.00, 0.02, 0.00, 0.00, 0.00, 0.00, 0.00, -0.01, 0.00, 0.00, 0.00, 0.00, 0.00, 0.00, 0.00, 0.00, 0.00, 0.00, 0.00, 0.00, 0.00, 0.00, 0.00, 0.00, 0.00, 0.00, 0.00, 0.00, 0.00, 0.00, 0.00, 0.00, 0.00, 0.00, 0.00, 0.00, 0.00, 0.00, 0.00, 0.00, 0.00, 0.01, 0.00, 0.00, 0.00, 0.00, 0.00, 0.00, 0.00, 0.00, 0.00, 0.00, 0.00, 0.00, 0.00, 0.00, 0.00, 0.00, 0.00, 0.00, 0.00, 0.00, 0.00, 0.00, 0.00, 0.00, 0.00, 0.00, 0.00, 0.00, 0.00, 0.00, 0.00, 0.00, 0.00, 0.00, 0.00, 0.00, 0.00, 0.00, 0.00, 0.00, 0.00, 0.00, 0.00, 0.00, 0.00, 0.00, 0.00, 0.00, 0.00, 0.00, 0.01, 0.00, 0.00, 0.00, 0.00, 0.00, 0.00, 0.00, 0.00, 0.00, 0.00, 0.00, 0.00, 0.00, 0.00, 0.00, 0.00, 0.00, 0.00, -0.01, 0.00, 0.00, 0.00, 0.00, 0.00, 0.00, 0.00, 0.00, 0.00, 0.00, 0.00, 0.00, 0.00, 0.00, 0.00, 0.00, 0.00, 0.00, 0.00, 0.00, 0.00, 0.00, 0.00, 0.00, 0.00, 0.00, 0.00, -0.01, 0.00, 0.00, 0.00, 0.00, 0.00, 0.00, 0.00, 0.00, 0.00, 0.00, 0.00, 0.00, 0.00, 0.00, 0.00, 0.00, 0.00, 0.00, 0.00, 0.00, 0.00, 0.00, 0.00, 0.00, 0.00, 0.00, 0.00, 0.00, 0.00, 0.01, 0.00, 0.00, 0.00, 0.00, 0.00, 0.00, 0.01, 0.01, 0.00, 0.00, 0.00, 0.00, 0.00, 0.00, 0.00, 0.00, 0.00, 0.00, 0.00, 0.00, 0.00, 0.00, 0.00, 0.00, 0.00]}